Here is a cluster of 7 separate species, C26H44N2O15 in total from the OMol25 dataset. Energies are from the ωB97M-V functional and the def2-TZVPD basis.

Its SMILES is C[C@H]1COC(=O)O1.C[C@H]1COC(=O)O1.C[C@H]1COC(=O)O1.COC(=O)OC.COC(=O)OC.CCCC#N.CCCC#N. Its energy above the lowest of the compared OMol25 structures with the same formula, charge and spin is 2.45 kcal per mole.

Last column: Mulliken charge in e.
Atoms and positions in Å:
O: 5.749 17.789 -9.050  -0.52
O: 6.285 19.178 -7.206  -0.32
O: 12.223 12.348 -4.799  -0.61
O: 11.833 15.827 -8.681  -0.37
O: 10.555 11.556 -6.110  -0.42
O: 10.336 13.512 -5.216  -0.29
O: 4.289 19.394 -8.056  -0.34
O: 11.803 18.990 -4.116  -0.64
O: 7.696 14.124 -15.073  -0.32
O: 5.726 15.033 -14.678  -0.64
O: 7.260 14.757 -13.018  -0.23
O: 10.423 16.617 -10.242  -0.29
O: 11.879 17.077 -2.891  -0.33
O: 13.060 17.200 -4.686  -0.41
O: 9.510 15.908 -8.212  -0.44
N: 5.841 15.224 -5.981  -0.63
N: 12.045 14.880 -12.892  -0.55
C: 12.188 17.819 -3.913  0.72
C: 5.451 18.828 -8.101  0.76
C: 14.839 15.839 -3.650  -1.64
C: 5.840 15.026 -7.135  -0.14
C: 6.257 13.261 -8.857  0.88
C: 12.501 14.325 -11.985  0.27
C: 8.795 13.663 -14.304  -0.43
C: 12.666 12.302 -10.267  -0.65
C: 13.434 15.936 -4.151  1.43
C: 5.754 12.767 -10.205  -1.53
C: 9.246 17.350 -10.581  -0.45
C: 6.815 14.622 -14.244  0.49
C: 3.365 19.283 -9.140  -0.62
C: 11.141 12.455 -5.357  0.68
C: 10.579 16.172 -9.072  0.50
C: 12.093 15.411 -7.341  -1.23
C: 9.350 12.034 -6.625  1.48
C: 12.418 15.744 -3.033  -0.38
C: 7.644 18.767 -7.236  -0.33
C: 8.816 13.405 -11.663  -0.87
C: 13.157 13.620 -10.857  -0.14
C: 5.916 14.706 -8.577  0.39
C: 8.554 14.302 -12.887  0.75
C: 9.062 13.244 -5.714  -0.27
C: 12.046 12.404 -8.927  -0.42
C: 8.178 11.018 -6.580  -1.79
H: 7.348 13.030 -8.792  -0.66
H: 8.489 12.988 -4.820  0.50
H: 8.755 12.616 -14.288  0.35
H: 11.123 12.931 -8.869  -0.14
H: 13.181 15.163 -4.879  -0.44
H: 8.265 12.527 -11.828  0.57
H: 2.351 19.643 -8.787  0.25
H: 9.486 12.365 -7.644  -0.43
H: 13.084 14.322 -10.043  -0.09
H: 12.883 15.450 -2.090  0.31
H: 6.034 13.449 -11.002  0.25
H: 4.636 12.699 -10.359  0.37
H: 15.057 16.744 -3.143  0.46
H: 8.560 10.178 -7.098  0.46
H: 8.320 16.816 -10.284  0.07
H: 14.176 13.467 -11.169  0.43
H: 3.333 18.336 -9.616  0.29
H: 9.260 15.153 -12.860  0.00
H: 8.530 13.957 -6.315  -0.08
H: 7.318 11.320 -7.038  0.32
H: 12.005 11.825 -10.995  0.41
H: 6.181 11.786 -10.559  0.36
H: 6.594 15.386 -9.098  -0.42
H: 5.802 12.862 -7.934  0.52
H: 11.297 14.766 -6.950  0.43
H: 7.876 17.725 -7.381  0.10
H: 9.322 18.265 -9.960  0.31
H: 9.860 13.129 -11.643  0.17
H: 8.103 19.127 -6.315  0.26
H: 9.696 14.114 -14.721  0.31
H: 15.551 15.801 -4.487  0.35
H: 4.980 14.934 -8.994  0.66
H: 12.786 12.995 -8.287  0.17
H: 11.893 11.424 -8.413  0.49
H: 13.018 14.934 -7.351  0.43
H: 15.134 15.019 -2.991  0.36
H: 8.076 19.362 -8.089  0.22
H: 7.863 10.616 -5.654  0.44
H: 13.577 11.701 -10.229  0.37
H: 3.528 20.062 -9.948  0.28
H: 11.738 14.966 -3.189  0.17
H: 12.141 16.307 -6.721  0.67
H: 9.103 17.566 -11.662  0.29
H: 8.583 13.903 -10.704  -0.29

Here is a cluster of 7 separate species, C26H44N2O15 in total from the OMol25 dataset. Energies are from the ωB97M-V functional and the def2-TZVPD basis.

Its SMILES is C[C@H]1COC(=O)O1.C[C@H]1COC(=O)O1.C[C@H]1COC(=O)O1.COC(=O)OC.COC(=O)OC.CCCC#N.CCCC#N. Its energy above the lowest of the compared OMol25 structures with the same formula, charge and spin is 34.49 kcal per mole.

Last column: Mulliken charge in e.
Atoms and positions in Å:
O: 0.745 0.060 3.597  -0.57
O: -1.970 0.465 -5.682  -0.36
O: 1.993 2.139 0.560  -0.06
O: 1.110 -2.933 -0.616  -0.22
O: -2.337 0.065 -3.391  -0.58
O: -0.190 1.804 4.700  -0.40
O: -1.200 -3.160 -0.574  -0.44
O: -1.020 1.194 2.811  -0.06
O: 0.937 2.480 -1.571  -0.72
O: -0.051 -1.667 0.648  0.03
O: 4.758 0.164 1.641  -0.37
O: 5.710 -0.784 3.448  -0.34
O: -1.120 -1.347 -4.824  -0.33
O: 1.983 0.481 -0.908  -0.06
O: 6.899 0.690 2.343  -0.63
N: 6.530 -4.001 1.167  -0.41
N: -4.279 1.698 -1.206  -0.28
C: -2.635 1.670 -5.545  -0.72
C: -1.167 2.832 4.472  -0.39
C: -1.400 -1.308 0.829  0.56
C: 5.843 0.082 2.437  0.56
C: -1.524 2.531 3.021  0.68
C: 2.990 -5.831 -0.473  -1.20
C: -0.892 -2.285 -3.806  -0.48
C: 1.606 1.682 -0.601  0.52
C: -1.564 0.046 0.159  0.16
C: -2.983 2.766 2.542  -1.00
C: -0.051 0.971 3.715  0.56
C: 0.064 -2.619 -0.261  0.27
C: -2.201 -2.395 0.008  -0.66
C: -6.570 4.311 0.819  -1.10
C: 3.787 -0.777 1.982  1.52
C: 1.588 3.451 0.923  -0.56
C: 4.365 -1.174 3.429  -0.61
C: 5.553 -5.221 -0.979  -0.35
C: 1.610 -0.136 -2.160  -0.46
C: 4.071 -4.918 -1.092  0.28
C: 3.820 -1.942 1.082  -1.06
C: -5.649 3.902 -1.526  -0.61
C: -5.538 4.726 -0.237  -0.41
C: -4.907 2.611 -1.283  0.17
C: 6.105 -4.513 0.251  0.21
C: -1.778 -0.278 -4.651  0.84
H: -3.012 2.375 1.514  0.06
H: -1.919 -2.699 -3.508  0.30
H: -3.600 1.581 -5.146  0.30
H: 1.903 0.493 -3.016  0.44
H: 4.544 -2.748 1.183  -0.06
H: -0.659 0.583 0.036  -0.61
H: 3.956 -0.774 4.318  0.26
H: 2.774 -0.285 2.025  -0.39
H: 5.753 -6.298 -0.776  0.24
H: 3.126 -6.894 -0.675  0.42
H: 0.444 3.334 0.877  0.04
H: 3.822 -1.542 0.063  0.34
H: 1.950 -5.517 -0.715  0.20
H: -6.623 3.759 -1.836  0.40
H: -2.436 0.644 0.547  -0.21
H: -2.809 -2.026 -0.794  0.31
H: -0.694 3.747 4.670  0.31
H: -6.344 3.401 1.410  0.27
H: -5.111 4.339 -2.343  0.29
H: -0.891 3.079 2.375  -0.19
H: 1.844 3.675 1.955  0.27
H: -0.321 -3.061 -4.217  0.29
H: -2.027 2.625 5.100  0.31
H: -2.780 2.204 -6.448  0.25
H: -3.693 2.423 3.300  0.39
H: 4.333 -2.230 3.547  0.36
H: -0.596 -2.020 -2.757  0.07
H: -4.576 4.544 0.156  0.22
H: -7.588 4.457 0.644  0.42
H: -5.700 5.781 -0.433  0.36
H: 2.990 -5.675 0.561  0.35
H: 3.779 -4.975 -2.127  0.38
H: 2.875 -2.442 1.267  0.39
H: 6.011 -4.937 -1.889  0.32
H: -2.054 2.202 -4.890  0.35
H: -1.897 -0.231 -0.884  0.18
H: -1.588 -1.424 1.931  0.34
H: -6.419 5.108 1.604  0.30
H: -2.808 -3.092 0.516  0.35
H: 1.845 4.245 0.201  0.33
H: 3.785 -3.940 -0.695  -0.42
H: 0.470 -0.148 -2.137  -0.10
H: 2.092 -1.080 -2.144  0.26
H: -3.177 3.885 2.453  0.37

Here is a cluster of 6 separate species, C26H44O18 in total from the OMol25 dataset. Energies are from the ωB97M-V functional and the def2-TZVPD basis.

Its SMILES is C=CC1=C(CCC(C)C)C(=O)OC1=O.COC(=O)OC.COC(=O)OC.COC(=O)OC.COC(=O)OC.COC(=O)OC.

Last column: Mulliken charge in e.
Atoms and positions in Å:
O: 1.947 8.816 3.274  -0.32
O: -4.826 -7.822 -4.550  -0.31
O: -5.619 -7.533 3.004  -0.35
O: -5.811 -6.175 4.799  -0.55
O: -3.953 -4.459 0.380  -0.23
O: -0.054 7.949 3.861  -0.55
O: -7.165 -7.950 4.451  -0.33
O: -2.641 -4.587 2.099  -0.19
O: -3.406 -6.111 -4.152  -0.53
O: 5.480 4.784 -4.535  -0.34
O: 1.710 5.601 0.080  -0.52
O: 0.456 10.136 4.107  -0.33
O: 3.724 5.720 1.123  -0.17
O: 6.332 2.736 -4.106  -0.55
O: 6.169 3.585 -6.194  -0.35
O: -2.204 -3.040 0.511  -0.58
O: 5.942 5.380 1.394  -0.54
O: -3.227 -7.461 -5.953  -0.33
C: -4.311 -3.857 -0.869  -0.65
C: 2.408 2.725 -0.686  -1.07
C: 6.747 2.377 -6.696  -0.62
C: -3.783 -7.039 -4.819  0.81
C: 5.280 4.938 -3.131  -0.27
C: 4.892 4.986 1.010  0.29
C: -0.851 10.341 4.645  -0.63
C: -2.085 -6.706 -6.365  -0.62
C: 2.358 7.507 2.848  -0.57
C: 5.960 1.761 1.082  -0.78
C: -7.841 -7.623 5.666  -0.63
C: 0.710 8.873 3.755  0.75
C: 0.079 2.326 1.093  -1.32
C: 2.746 5.098 0.372  0.04
C: -2.869 -3.939 0.951  0.71
C: 6.025 3.615 -4.871  0.77
C: 3.262 3.751 -0.019  0.62
C: 2.310 1.409 0.134  -0.72
C: 5.495 2.582 0.131  -0.21
C: 0.136 0.184 -0.301  -1.74
C: -5.524 -7.482 -3.350  -0.60
C: -1.490 -4.109 2.803  -0.73
C: -4.519 -6.727 2.552  -0.56
C: -6.160 -7.124 4.146  0.77
C: 0.897 1.087 0.678  0.75
C: 4.552 3.692 0.350  0.54
H: 1.427 3.146 -0.902  0.62
H: -6.338 -8.194 -3.259  0.23
H: -3.711 -6.744 3.278  0.28
H: 7.747 2.234 -6.292  0.29
H: 4.603 4.170 -2.756  -0.01
H: 5.393 1.441 1.950  0.27
H: 6.229 4.895 -2.598  0.33
H: -4.843 -5.712 2.366  0.30
H: -7.158 -7.672 6.512  0.29
H: 6.119 1.522 -6.454  0.30
H: -5.928 -6.474 -3.414  0.28
H: 4.830 5.916 -2.981  0.28
H: 2.634 0.593 -0.514  0.33
H: 5.816 2.424 -0.900  0.29
H: -4.177 -7.170 1.621  0.29
H: -8.624 -8.367 5.789  0.21
H: -0.118 0.724 -1.214  0.34
H: -3.516 -3.987 -1.601  0.31
H: -2.356 -5.667 -6.544  0.29
H: -0.920 11.398 4.884  0.21
H: 0.770 -0.677 -0.524  0.40
H: -0.592 -4.243 2.204  0.32
H: -1.741 -7.156 -7.291  0.22
H: -0.751 -0.230 0.183  0.49
H: -1.614 10.083 3.912  0.29
H: -0.746 2.490 0.398  0.33
H: 2.868 2.491 -1.652  0.29
H: -0.991 9.753 5.550  0.29
H: 1.054 0.492 1.582  0.36
H: -4.536 -2.801 -0.736  0.31
H: 0.673 3.231 1.203  0.22
H: -4.867 -7.569 -2.486  0.28
H: 3.007 1.428 0.971  0.23
H: -1.297 -6.763 -5.617  0.29
H: -8.288 -6.633 5.604  0.29
H: -1.417 -4.708 3.706  0.21
H: 3.373 7.608 2.494  0.32
H: -0.394 2.128 2.057  0.38
H: -5.201 -4.375 -1.214  0.17
H: 1.716 7.154 2.048  0.23
H: 2.335 6.816 3.691  0.29
H: 6.803 2.493 -7.774  0.22
H: 6.949 1.326 0.967  0.28
H: -1.612 -3.062 3.071  0.31

Number 1: HOMO -9.936 eV, LUMO 0.3 eV. Number 2: HOMO -9.781 eV, LUMO 0.2 eV. Number 3: HOMO -9.911 eV, LUMO -0.8 eV.